The following is a quantum chemistry calculation of a cluster of 10 separate species, C46H103N7O8 in total at a distorted geometry, from the Open Molecules 2025 dataset.

CARTESIAN COORDINATES (ANGSTROEM)
C (9.007675, -2.360528, 4.017702)
C (8.952050, -0.886325, 4.448465)
N (7.889528, -0.604002, 5.458290)
C (8.241264, -1.139599, 6.804303)
C (7.657688, -0.478519, 8.012402)
C (7.445998, 0.828916, 5.497419)
C (6.102422, 0.974397, 4.786106)
H (9.431878, -2.864341, 4.886225)
H (9.594545, -2.616879, 3.135687)
H (8.059260, -2.810437, 3.724121)
H (9.994168, -0.805856, 4.757686)
H (8.720704, -0.339428, 3.534413)
H (9.320058, -1.035229, 6.920081)
H (8.255510, -2.227770, 6.742707)
H (6.572593, -0.580164, 7.993952)
H (7.950865, 0.542030, 8.258615)
H (7.922128, -1.111729, 8.859289)
H (7.233811, 1.278617, 6.467392)
H (8.156696, 1.556416, 5.105298)
H (5.572924, 1.906576, 4.983041)
H (6.346994, 0.843215, 3.732035)
H (5.408806, 0.268563, 5.243045)
C (-9.373377, 5.087474, 4.881374)
C (-8.216426, 4.445385, 4.097125)
N (-7.310691, 5.427697, 3.578140)
C (-6.432227, 6.105151, 4.587977)
C (-5.089478, 5.465197, 4.763786)
C (-6.638489, 5.141861, 2.345085)
C (-6.080819, 6.376129, 1.630844)
H (-8.997858, 5.391765, 5.858359)
H (-10.177295, 4.367243, 5.033315)
H (-9.621086, 5.970589, 4.292447)
H (-7.624896, 3.689058, 4.613027)
H (-8.658547, 3.995199, 3.208327)
H (-6.313406, 7.174140, 4.411200)
H (-6.932496, 6.059198, 5.555293)
H (-5.117292, 4.395233, 4.557633)
H (-4.431479, 5.971384, 4.057455)
H (-4.653453, 5.711335, 5.731983)
H (-7.342511, 4.802301, 1.585378)
H (-5.774415, 4.489922, 2.473281)
H (-5.276293, 6.100700, 0.948946)
H (-5.808807, 7.189721, 2.303289)
H (-6.846172, 6.776579, 0.966029)
C (-1.111220, 2.392751, -0.478886)
C (-1.249800, 0.943916, 0.119904)
N (0.044775, 0.498012, 0.650393)
C (0.039293, 0.457959, 2.121850)
C (-0.047517, 1.817268, 2.839238)
C (0.448094, -0.740525, -0.045395)
C (0.672437, -0.737406, -1.576371)
H (-0.762194, 3.021849, 0.339964)
H (-2.078950, 2.715141, -0.863142)
H (-0.481298, 2.515844, -1.359878)
H (-1.982709, 0.937468, 0.926688)
H (-1.643834, 0.246237, -0.619069)
H (-0.750373, -0.216925, 2.452096)
H (1.018811, 0.084652, 2.420640)
H (-0.847061, 2.477453, 2.503079)
H (-0.186030, 1.593388, 3.896967)
H (0.815757, 2.435609, 2.593241)
H (-0.433043, -1.376505, 0.039498)
H (1.406486, -1.088068, 0.340358)
H (-0.159378, -0.304314, -2.131914)
H (1.248074, -1.590056, -1.936561)
H (1.434536, 0.039166, -1.641607)
C (4.604970, -11.124101, -1.097049)
C (5.455730, -9.864527, -1.003554)
N (5.719404, -9.182533, -2.336097)
C (6.488213, -7.992503, -2.212657)
C (5.752102, -6.812091, -1.438319)
C (6.025770, -9.980428, -3.632260)
C (7.496103, -10.321128, -3.543131)
H (3.736567, -10.758421, -1.644995)
H (4.309913, -11.564163, -0.144486)
H (4.760746, -11.957258, -1.782388)
H (4.936264, -9.253115, -0.265700)
H (6.447327, -10.136582, -0.641881)
H (7.323525, -8.469532, -1.700008)
H (6.827054, -7.618723, -3.178882)
H (4.701255, -6.904397, -1.712749)
H (5.760585, -6.969972, -0.359854)
H (6.082952, -5.774331, -1.479454)
H (5.816838, -9.391940, -4.525643)
H (5.569241, -10.955257, -3.803686)
H (7.575321, -11.148232, -4.248626)
H (7.737699, -10.830450, -2.610226)
H (8.094910, -9.466752, -3.858686)
C (-1.400220, 3.485668, -6.858384)
C (-0.968836, 4.972073, -6.834098)
N (-2.060089, 5.870809, -6.328319)
C (-3.395729, 5.648146, -7.044625)
C (-4.536517, 6.168531, -6.175736)
C (-1.654871, 7.324754, -6.273446)
C (-0.351669, 7.569921, -5.598673)
H (-2.107751, 3.440607, -7.686314)
H (-1.930558, 3.223230, -5.942973)
H (-0.564727, 2.792292, -6.954713)
H (-0.155469, 5.018077, -6.109939)
H (-0.825918, 5.320517, -7.856974)
H (-3.520896, 4.574157, -7.182345)
H (-3.204851, 6.078081, -8.027893)
H (-4.469185, 5.644787, -5.222183)
H (-5.500477, 5.913517, -6.616000)
H (-4.525085, 7.210453, -5.855795)
H (-1.622982, 7.903693, -7.196434)
H (-2.335115, 7.911457, -5.656067)
H (-0.041614, 6.839919, -4.850972)
H (0.413919, 7.400422, -6.355809)
H (-0.128771, 8.549055, -5.174737)
O (-7.502167, -3.645828, 0.875382)
C (-7.490065, -2.656582, 1.559929)
C (-8.624856, -2.285403, 2.446622)
C (-7.895486, -1.398182, 3.443041)
C (-6.692411, -0.758676, 2.638658)
O (-6.479533, -1.807183, 1.687148)
H (-9.369009, -1.809258, 1.808161)
H (-8.989893, -3.131861, 3.028303)
H (-8.608831, -0.629917, 3.741401)
H (-7.563702, -1.861320, 4.372299)
H (-6.980944, 0.193119, 2.192638)
H (-5.816012, -0.703154, 3.284375)
O (9.662862, -2.017391, -6.706915)
C (8.818459, -1.475993, -5.978284)
C (8.155439, -2.177633, -4.789775)
C (7.075066, -1.216116, -4.337220)
C (7.527505, 0.139143, -5.158154)
O (8.351523, -0.269807, -6.253226)
H (7.714924, -3.146106, -5.026603)
H (8.963743, -2.322141, -4.072918)
H (6.098060, -1.550813, -4.685790)
H (6.950440, -0.909891, -3.298564)
H (6.703227, 0.723421, -5.567172)
H (8.260555, 0.677572, -4.557477)
O (-3.595905, -4.559874, 4.694085)
C (-4.179382, -5.520508, 4.217184)
C (-5.295384, -6.371167, 4.949585)
C (-5.402375, -7.517254, 3.886168)
C (-4.299737, -7.375956, 2.834184)
O (-3.742143, -6.066809, 3.043974)
H (-4.841596, -6.808938, 5.838707)
H (-6.128224, -5.669351, 4.993467)
H (-5.495296, -8.469463, 4.408435)
H (-6.323323, -7.481198, 3.304217)
H (-3.558186, -8.132110, 3.091938)
H (-4.676447, -7.376970, 1.811353)
C (0.402871, 9.183499, 0.694865)
C (1.833043, 8.747004, 1.009328)
N (2.350316, 8.980421, 2.161034)
O (2.590455, 8.239345, 0.163893)
H (0.246144, 8.407233, -0.054100)
H (0.389663, 10.172135, 0.236040)
H (-0.271668, 9.198725, 1.550936)
H (3.186676, 8.455225, 2.372615)
H (1.704812, 9.247042, 2.890647)
C (-6.393000, -1.091703, -5.109320)
C (-6.383251, -1.075560, -6.577936)
N (-7.212131, -1.920737, -7.171792)
O (-5.742668, -0.300987, -7.339584)
H (-6.737341, -0.167887, -4.644474)
H (-5.351394, -1.317572, -4.880941)
H (-7.168630, -1.763145, -4.740998)
H (-7.277972, -2.091467, -8.165080)
H (-7.746809, -2.489805, -6.531190)

Cartesian forces, eV/Å:
C -0.69 -0.64 0.42
C -1.12 -1.00 -0.80
N 0.51 0.98 0.61
C 2.12 0.44 -1.56
C -1.22 -1.30 0.76
C -0.61 0.26 0.07
C 0.34 -0.11 0.12
H -0.12 -0.69 -0.26
H 0.67 0.69 0.16
H -0.42 0.19 0.59
H 0.09 1.35 0.49
H 0.20 0.59 0.30
H 0.71 0.52 0.03
H -1.23 -0.14 0.42
H -0.24 0.48 -0.04
H 0.11 -0.18 -0.41
H 0.27 0.08 0.19
H 0.48 -0.88 0.51
H 0.43 -0.32 -0.48
H 0.56 0.52 -0.31
H -1.00 -0.22 -0.16
H 0.15 -0.60 -0.65
C 1.32 -0.43 0.11
C -0.13 0.04 -0.68
N 0.65 2.33 0.45
C -1.49 -0.72 0.31
C 0.91 0.58 -0.48
C 0.43 0.71 -0.67
C -0.50 0.54 -0.29
H -0.27 0.19 0.08
H -0.16 0.26 -0.13
H -0.54 -0.10 0.23
H -0.40 -0.53 0.55
H 0.02 -0.37 0.02
H -0.14 0.00 -0.38
H -0.40 -0.06 -0.11
H 0.20 0.03 0.30
H 0.39 -0.52 -0.28
H -0.16 -0.37 0.17
H -0.07 -0.96 0.49
H -0.14 -0.77 -0.07
H 0.30 0.04 0.32
H 0.36 -0.14 -0.08
H -0.17 0.23 0.14
C -0.87 -0.97 0.30
C 0.84 1.30 -0.48
N 0.12 0.64 -1.03
C 0.74 0.12 -0.84
C -0.38 -0.04 -0.96
C -0.85 -0.46 -0.13
C 1.35 2.72 1.14
H -0.05 0.27 -0.34
H -0.30 0.26 0.41
H 0.52 -0.52 0.31
H -0.19 0.27 0.10
H 0.11 -0.05 -0.16
H -0.14 -0.20 0.39
H -0.11 -0.52 0.06
H -0.56 -0.41 0.08
H 0.29 0.40 0.05
H 0.43 -0.32 0.48
H 0.36 -1.21 0.85
H -0.46 -0.40 0.63
H -0.08 -0.89 -0.30
H -1.01 -0.43 -0.05
H 0.25 0.44 -0.53
C -1.49 0.25 -1.29
C 1.53 -1.10 -2.03
N -4.25 -1.46 -1.31
C 0.44 0.68 0.97
C -0.04 -1.47 0.45
C 0.80 0.72 2.68
C -0.23 -1.03 -1.45
H -0.86 0.16 0.61
H 0.07 0.37 0.06
H 1.52 -0.03 0.12
H 0.29 0.55 -0.41
H 0.32 0.11 0.72
H 1.27 1.60 0.56
H -0.11 -0.19 -0.08
H -0.04 0.33 -0.22
H 0.07 -0.45 0.12
H 0.38 -0.20 -0.91
H -0.15 0.35 0.29
H -1.02 0.36 0.85
H 0.82 0.14 -0.52
H 0.21 0.70 0.30
H 0.47 -0.39 0.48
C -0.49 1.07 -0.16
C -1.65 0.03 0.78
N -0.40 0.21 0.31
C 2.28 0.71 1.14
C -0.01 -0.35 0.16
C -1.19 -0.33 1.04
C 2.54 -0.99 -0.32
H 0.23 -0.92 -0.03
H -0.03 0.10 0.08
H -0.01 0.20 -0.34
H 0.36 0.60 -0.65
H 1.22 -0.21 -0.20
H -0.11 0.22 0.13
H -0.91 0.33 -0.38
H -0.02 -0.31 -0.03
H -0.05 0.20 -0.05
H 0.17 0.17 -0.67
H -0.19 -0.51 -0.83
H -0.86 -0.55 -0.08
H -0.63 -0.06 0.36
H 0.43 0.23 -0.07
H -0.66 0.15 -0.18
O 0.83 0.43 -0.41
C -0.96 -1.74 -0.10
C 1.05 0.08 1.25
C -0.67 2.56 0.10
C -1.73 -1.81 1.41
O 1.45 0.54 -1.18
H -0.23 0.11 0.45
H -0.37 -0.20 -0.82
H 0.25 0.32 0.34
H 0.06 -0.44 -0.36
H 0.31 -0.15 -0.29
H 0.04 0.28 -0.38
O -1.77 1.35 1.88
C 2.17 -3.21 -2.86
C 0.12 0.71 0.49
C 0.04 2.41 -1.46
C -0.22 -1.15 1.03
O -0.58 -0.37 0.31
H 0.49 0.06 -0.37
H -0.11 -0.12 0.18
H 0.02 0.11 -0.09
H 0.42 -0.45 0.07
H 0.19 0.09 0.36
H -0.78 0.57 0.47
O -1.41 -1.22 -0.93
C 1.84 0.80 1.66
C 2.02 -0.08 -3.41
C -2.22 0.12 0.17
C 0.09 0.36 1.30
O -0.56 0.04 0.74
H -0.48 0.75 0.33
H -0.16 -0.59 0.69
H 0.61 -0.17 -0.27
H -0.37 0.36 0.35
H 0.39 0.12 -0.80
H 0.23 -0.47 0.16
C 1.19 -0.62 -0.26
C 0.76 -0.42 -4.14
N 0.18 0.76 4.24
O -1.59 0.19 -0.02
H -1.19 0.31 -0.06
H 0.15 -0.12 -0.11
H 0.00 -0.35 -0.14
H -0.02 0.31 0.17
H 0.52 -0.07 0.31
C -0.20 0.24 0.68
C 1.03 3.25 -3.98
N -1.63 -2.06 0.73
O -0.39 -1.17 2.40
H 0.66 0.45 -0.44
H -0.28 -0.15 0.86
H 0.66 -0.69 0.15
H 0.28 0.39 0.27
H -0.12 -0.26 -0.66

Its SMILES is CCN(CC)CC.CCN(CC)CC.CCN(CC)CC.CCN(CC)CC.CCN(CC)CC.O=C1CCCO1.O=C1CCCO1.O=C1CCCO1.CC(N)=O.CC(N)=O. Its gap between HOMO and LUMO is 7.9 eV. The energy above the lowest of the compared OMol25 structures with the same formula, charge and spin comes out at 0.0 kJ/mol. The LUMO energy comes out at 0.286 eV. As for the energy: -2799.3979 Eh.

Löwdin atomic charge list, values in e, 99 entries: number 1, C, carries -0.1109; number 2, C, carries -0.2488; number 3, N, carries -0.1443; number 4, C, carries -0.2610; number 5, C, carries -0.1097; number 6, C, carries -0.2690; number 7, C, carries -0.0971; number 8, H, carries 0.0588; number 9, H, carries 0.0681; number 10, H, carries 0.0710; number 11, H, carries 0.1033; number 12, H, carries 0.1083; number 13, H, carries 0.1001; number 14, H, carries 0.1073; number 15, H, carries 0.0792; number 16, H, carries 0.0749; number 17, H, carries 0.0750; number 18, H, carries 0.0834; number 19, H, carries 0.1084; number 20, H, carries 0.0656; number 21, H, carries 0.0666; number 22, H, carries 0.0709; number 23, C, carries -0.0769; number 24, C, carries -0.2749; number 25, N, carries -0.2082; number 26, C, carries -0.2380; number 27, C, carries -0.0984; number 28, C, carries -0.2783; number 29, C, carries -0.0873; number 30, H, carries 0.0564; number 31, H, carries 0.0681; number 32, H, carries 0.0803; number 33, H, carries 0.1108; number 34, H, carries 0.1077; number 35, H, carries 0.1045; number 36, H, carries 0.0988; number 37, H, carries 0.0770; number 38, H, carries 0.0686; number 39, H, carries 0.0760; number 40, H, carries 0.1143; number 41, H, carries 0.0966; number 42, H, carries 0.0745; number 43, H, carries 0.0612; number 44, H, carries 0.0678; number 45, C, carries -0.0683; number 46, C, carries -0.2447; number 47, N, carries -0.2010; number 48, C, carries -0.2537; number 49, C, carries -0.0912; number 50, C, carries -0.2577; number 51, C, carries -0.0921; number 52, H, carries 0.0513; number 53, H, carries 0.0594; number 54, H, carries 0.0638; number 55, H, carries 0.1044; number 56, H, carries 0.0966; number 57, H, carries 0.1099; number 58, H, carries 0.1091; number 59, H, carries 0.0515; number 60, H, carries 0.0720; number 61, H, carries 0.0742; number 62, H, carries 0.1029; number 63, H, carries 0.1133; number 64, H, carries 0.0640; number 65, H, carries 0.0727; number 66, H, carries 0.0640; number 67, C, carries -0.1095; number 68, C, carries -0.2249; number 69, N, carries -0.2092; number 70, C, carries -0.2781; number 71, C, carries -0.0685; number 72, C, carries -0.1972; number 73, C, carries -0.1178; number 74, H, carries 0.0717; number 75, H, carries 0.0711; number 76, H, carries 0.0597; number 77, H, carries 0.1082; number 78, H, carries 0.0958; number 79, H, carries 0.0969; number 80, H, carries 0.1089; number 81, H, carries 0.0668; number 82, H, carries 0.0504; number 83, H, carries 0.0560; number 84, H, carries 0.1068; number 85, H, carries 0.0955; number 86, H, carries 0.0674; number 87, H, carries 0.0783; number 88, H, carries 0.0717; number 89, C, carries -0.0937; number 90, C, carries -0.2398; number 91, N, carries -0.1728; number 92, C, carries -0.2265; number 93, C, carries -0.0931; number 94, C, carries -0.2709; number 95, C, carries -0.1298; number 96, H, carries 0.0551; number 97, H, carries 0.0774; number 98, H, carries 0.0701; number 99, H, carries 0.0998